Entry 1:
ORCA calculation (ωB97M-V/def2-TZVPD) on a single C17H17FN4S2 molecule.

Results
Frontier orbital gap = 9.23 eV
SMILES = CCSC1(SCC)N=C(N)[C@@]2(C#N)[C@H](c3ccc(F)cc3)[C@@]12C#N
HOMO energy = -8.7 eV
Largest force on an atom = 0.070 hartree/bohr

ORCA input file:
```
! RIJCOSX wB97M-V def2-TZVPD def2/J DEFGRID3
* xyz 0 1
N -1.427 -3.384 -0.381
N -2.307 0.825 -0.162
F -3.263 -0.957 5.704
C -0.625 -2.556 -0.131
C -1.231 0.406 -0.080
N 2.219 -0.562 -1.064
S 2.270 1.781 0.284
S 0.746 1.302 -2.297
C 1.693 -1.647 -0.627
C -1.965 -2.041 4.006
C -1.913 0.333 4.238
C -1.081 -1.975 2.938
C -0.941 0.378 3.226
C -2.426 -0.868 4.638
C -0.495 -0.757 2.548
N 2.430 -2.805 -0.912
C 1.791 4.290 1.434
C 2.300 3.270 -3.292
C 1.062 3.167 0.664
C 2.281 1.787 -3.140
C 1.317 0.559 -0.722
C 0.411 -1.585 0.166
C 0.535 -0.730 1.416
C 0.147 -0.102 0.086
H -2.353 -2.996 4.360
H -2.195 1.225 4.759
H -0.804 -2.890 2.434
H -0.534 1.336 2.978
H 3.239 -2.690 -1.538
H 1.996 -3.705 -0.853
H 1.092 5.129 1.557
H 2.628 4.660 0.837
H 2.176 3.958 2.397
H 1.548 3.564 -4.030
H 2.118 3.781 -2.343
H 3.300 3.629 -3.597
H 0.671 3.558 -0.275
H 0.230 2.765 1.271
H 3.100 1.491 -2.477
H 2.405 1.249 -4.098
H 1.552 -0.499 1.775
*
```

=====

Entry 2:
ORCA calculation (ωB97M-V/def2-TZVPD) on 2 unconnected molecules or ions with the total composition C19H15BrCl2I3N2O6P.

Results
Frontier orbital gap = 7.00 eV
SMILES = C[C@H](I)[C@@H](I)c1c(I)c2c(c(Br)c1OC(=O)c1ccccc1)C(=O)N(P(=N)(O)O)C2=O.ClCCl
HOMO energy = -8.9 eV
Largest force on an atom = 0.123 hartree/bohr

ORCA input file:
```
! RIJCOSX wB97M-V def2-TZVPD def2/J DEFGRID3
* xyz 0 1
C -0.501 -0.480 4.656
C -0.928 1.093 4.634
I -2.357 1.295 6.317
C -1.826 1.412 3.303
I -1.967 3.538 2.846
C -1.244 0.532 2.073
C -2.161 -0.493 1.301
I -4.290 -0.765 1.795
C -1.632 -1.397 0.140
C -0.125 -1.192 -0.193
C 0.859 -0.217 0.499
Br 2.732 -0.202 -0.097
C 0.276 0.674 1.665
O 1.201 1.546 2.326
C 1.360 2.824 1.681
O 1.349 3.838 2.435
C 1.607 3.094 0.134
C 3.004 3.725 -0.235
C 3.427 4.105 -1.677
C 2.422 3.854 -2.834
C 1.033 3.221 -2.488
C 0.612 2.838 -1.019
C 0.065 -2.265 -1.357
O 1.155 -2.353 -1.963
N -1.207 -3.022 -1.555
P -0.756 -4.717 -1.316
N -0.498 -5.328 -2.791
O 0.714 -4.908 -0.465
O -1.957 -5.670 -0.576
C -2.356 -2.512 -0.735
O -3.540 -2.904 -0.729
H -0.307 -0.862 5.721
H -1.336 -1.154 4.232
H 0.462 -0.655 4.048
H -0.031 1.789 4.736
H -2.894 1.078 3.592
H 3.760 3.929 0.599
H 4.464 4.584 -1.823
H 2.745 4.143 -3.891
H 0.340 3.059 -3.391
H -0.425 2.408 -0.801
H -1.163 -6.112 -2.878
H 1.395 -4.970 -1.181
H -1.446 -6.361 -0.074
C 0.035 -0.148 -4.960
Cl 0.574 1.254 -5.892
Cl -1.067 0.331 -3.663
H -0.481 -0.839 -5.626
H 0.904 -0.638 -4.522
*
```

=====

Entry 3:
ORCA calculation (ωB97M-V/def2-TZVPD) on a molecular structure, C39H23Br2F20Ge2N2OSSe2Tl.

Results
Frontier orbital gap = 6.51 eV
HOMO energy = -2.9 eV
Largest force on an atom = 0.085 hartree/bohr

ORCA input file:
```
! RIJCOSX wB97M-V def2-TZVPD def2/J DEFGRID3
* xyz -2 1
Tl -1.807 -1.129 -0.252
C -0.601 -3.339 2.264
C -1.693 -4.084 1.487
C -1.933 -5.424 1.920
C -2.791 -6.243 1.226
C -3.386 -5.765 0.051
C -4.248 -6.575 -0.781
Br -4.354 -8.486 -0.570
C -4.933 -5.994 -1.836
C -4.607 -4.653 -2.202
Br -5.463 -4.043 -3.865
C -3.695 -3.784 -1.519
O -3.278 -2.692 -1.821
C -3.157 -4.411 -0.301
N -2.331 -3.577 0.433
H -0.016 -4.091 2.785
H -1.042 -2.699 2.977
H 0.080 -2.759 1.658
H -1.405 -5.936 2.764
H -2.912 -7.228 1.634
H -5.546 -6.531 -2.497
F -0.180 0.429 6.093
C -0.894 0.299 4.970
C -0.591 0.765 3.741
F 0.771 1.106 3.617
C -1.337 0.600 2.584
F -0.964 1.300 1.455
C -2.603 -0.095 2.699
Se -4.038 -0.063 1.657
C -2.786 -0.685 3.950
F -3.970 -1.243 4.089
C -1.875 -0.638 4.956
F -2.246 -1.327 6.019
N 0.986 -3.504 -0.884
H 0.846 -2.516 -0.487
H 0.087 -3.795 -1.193
H 1.504 -3.319 -1.805
F 3.871 1.383 2.758
C 3.120 2.358 2.228
C 2.935 2.452 0.875
C 2.203 3.509 0.412
F 1.993 3.792 -0.891
C 1.671 4.464 1.282
F 1.056 5.556 0.855
C 1.779 4.325 2.652
F 1.186 5.228 3.422
C 2.566 3.313 3.139
F 2.795 3.236 4.459
Ge 3.252 1.046 -0.566
S 1.389 0.383 -1.295
C 4.747 1.837 -1.745
C 5.493 2.982 -1.544
F 5.441 3.702 -0.429
C 6.212 3.612 -2.593
F 6.933 4.686 -2.281
C 6.065 3.111 -3.854
F 6.687 3.723 -4.886
C 5.453 1.913 -4.092
F 5.510 1.421 -5.355
C 4.768 1.283 -3.029
F 4.042 0.261 -3.261
C 4.209 -0.492 0.385
C 3.593 -1.200 1.388
F 2.501 -0.743 1.971
C 4.152 -2.368 1.889
F 3.511 -3.026 2.865
C 5.333 -2.788 1.418
F 5.842 -3.890 2.026
C 6.030 -2.079 0.439
F 7.144 -2.686 -0.031
C 5.419 -1.001 -0.139
F 6.060 -0.381 -1.183
C -1.913 3.518 -0.339
Ge -3.575 3.268 -1.370
C -5.229 3.240 -0.282
C -3.698 4.791 -2.648
C -3.647 1.460 -2.242
Se -3.756 1.493 -4.217
C -1.868 1.939 -4.428
H -1.056 3.210 -0.938
H -1.971 3.002 0.624
H -1.726 4.594 -0.160
H -5.569 4.186 0.177
H -5.303 2.407 0.426
H -5.991 3.090 -1.066
H -3.717 4.305 -3.629
H -2.866 5.518 -2.413
H -4.633 5.337 -2.510
H -4.478 0.898 -1.890
H -2.880 0.804 -1.812
H -1.306 0.969 -4.600
H -1.509 2.596 -3.641
H -1.863 2.580 -5.347
*
```

=====

Entry 4:
ORCA calculation (ωB97M-V/def2-TZVPD) on a molecular structure, C4H3N3O.

Results
Frontier orbital gap = 9.38 eV
HOMO energy = -9.0 eV
Largest force on an atom = 0.125 hartree/bohr

ORCA input file:
```
! RIJCOSX wB97M-V def2-TZVPD def2/J DEFGRID3
* xyz 0 1
C -0.613 -0.169 0.379
C -0.330 1.692 -0.746
C 0.315 -0.169 -0.619
C 1.406 -1.076 -0.954
H -1.458 -0.907 2.152
H 0.148 -1.629 1.751
H -0.601 2.816 -1.127
N -0.637 -0.986 1.512
N 0.515 1.044 -1.438
N 2.353 -1.728 -1.143
O -1.098 1.112 0.232
*
```

=====

Entry 5:
ORCA calculation (ωB97M-V/def2-TZVPD) on a molecular structure, C39H35Cl8GeN5O2PSV.

Results
Frontier orbital gap (spin up / spin down) = 7.86 / 5.29 eV
HOMO energy (spin up / spin down) = -10.7 / -10.8 eV
Largest force on an atom = 0.027 hartree/bohr

ORCA input file:
```
! RIJCOSX wB97M-V def2-TZVPD def2/J DEFGRID3
* xyz 1 4
V -0.626 1.205 -0.574
C -1.534 -2.631 -5.681
C -1.695 -3.251 -4.443
C -2.010 -2.495 -3.329
C -2.153 -1.107 -3.436
C -1.983 -0.493 -4.670
C -1.689 -1.260 -5.794
P -2.538 -0.163 -1.937
C -4.196 -0.813 -1.509
C -4.975 -1.315 -2.560
C -6.283 -1.715 -2.331
C -6.825 -1.642 -1.057
C -6.055 -1.159 -0.010
C -4.749 -0.750 -0.228
C -2.699 1.582 -2.405
C -3.734 2.063 -3.216
C -3.819 3.426 -3.421
C -2.902 4.283 -2.807
C -1.889 3.788 -2.002
C -1.764 2.410 -1.792
H -1.284 -3.222 -6.552
H -1.587 -4.324 -4.354
H -2.159 -2.986 -2.373
H -2.093 0.579 -4.765
H -1.573 -0.778 -6.755
H -4.582 -1.382 -3.564
H -6.873 -2.089 -3.156
H -7.842 -1.968 -0.881
H -6.469 -1.097 0.988
H -4.168 -0.383 0.600
H -4.460 1.392 -3.660
H -4.608 3.828 -4.042
H -2.998 5.352 -2.955
H -1.209 4.478 -1.515
Cl 0.866 2.637 4.411
Ge -1.041 2.502 3.031
Cl -2.516 1.367 0.818
Cl 0.329 2.773 0.925
O -2.000 0.641 4.502
C -1.171 0.033 3.832
O -0.505 0.557 2.868
C -0.873 -1.420 4.151
N 0.418 -1.818 3.459
C 1.465 -2.049 4.526
C 0.905 -1.321 5.737
C -0.588 -1.629 5.637
H -1.690 -2.027 3.766
H 0.749 -1.062 2.828
H 0.301 -2.630 2.851
H 2.417 -1.690 4.145
H 1.526 -3.121 4.704
H 1.076 -0.245 5.651
H 1.359 -1.672 6.661
H -1.222 -0.979 6.233
H -0.779 -2.666 5.917
N 5.740 1.649 -0.402
C 4.717 1.862 -0.876
C 3.464 2.144 -1.540
C 3.441 2.986 -2.642
C 2.231 3.232 -3.251
C 1.092 2.645 -2.736
N 1.099 1.842 -1.662
C 2.281 1.583 -1.084
H 4.358 3.429 -3.009
H 2.157 3.870 -4.119
H 0.133 2.813 -3.199
H 2.297 0.913 -0.228
S 2.511 -0.714 1.342
C 3.747 0.065 2.260
N 5.023 -0.212 2.004
C 6.174 0.433 2.634
C 5.768 1.808 3.123
C 4.525 1.683 3.976
N 3.493 0.953 3.233
H 5.168 -0.843 1.232
H 6.964 0.500 1.889
H 6.536 -0.178 3.463
H 5.567 2.452 2.265
H 6.577 2.250 3.703
H 4.111 2.657 4.232
H 4.753 1.164 4.910
H 2.537 1.217 3.419
Cl -1.653 -1.716 0.993
C -0.248 -1.837 -0.034
C 0.000 -0.890 -1.049
C 0.991 -1.265 -1.971
Cl 1.209 -0.373 -3.443
C 1.849 -2.349 -1.763
Cl 3.146 -2.698 -2.833
C 1.664 -3.171 -0.646
Cl 2.731 -4.465 -0.338
C 0.574 -2.939 0.192
Cl 0.269 -4.041 1.487
*
```

=====

Entry 6:
ORCA calculation (ωB97M-V/def2-TZVPD) on a molecular structure, C6H12BrN2Pd.

Results
Frontier orbital gap (spin up / spin down) = 3.71 / 6.79 eV
HOMO energy (spin up / spin down) = -0.6 / -3.7 eV
Largest force on an atom = 0.052 hartree/bohr

ORCA input file:
```
! RIJCOSX wB97M-V def2-TZVPD def2/J DEFGRID3
* xyz -1 3
C -0.842 -2.700 -1.055
Pd 0.000 0.000 0.000
N -0.118 0.868 -2.086
H 0.092 -0.620 1.431
H -1.224 -1.823 -0.512
H -1.082 -3.643 -0.545
H 0.256 -2.633 -1.168
H -1.541 -2.778 -1.993
H 0.728 1.393 -2.348
H -0.913 1.504 -2.242
H -0.217 0.137 -2.804
Br 3.262 4.765 0.374
C 1.720 3.781 0.922
C 0.844 4.312 1.872
C -0.278 3.581 2.265
C -0.508 2.325 1.698
N 0.355 1.822 0.774
C 1.456 2.519 0.380
H 1.032 5.286 2.306
H -0.962 3.981 3.002
H -1.372 1.746 1.996
H 2.127 2.091 -0.352
*
```

=====

Entry 7:
ORCA calculation (ωB97M-V/def2-TZVPD) on a molecular structure, C30H27F6IrNO7PS3.

Results
Frontier orbital gap (spin up / spin down) = 8.08 / 7.03 eV
HOMO energy (spin up / spin down) = -7.5 / -9.2 eV
Largest force on an atom = 0.012 hartree/bohr

ORCA input file:
```
! RIJCOSX wB97M-V def2-TZVPD def2/J DEFGRID3
* xyz 0 5
Ir -0.236 -0.647 -0.743
C 1.626 -1.447 3.131
C 0.776 -0.556 3.991
C 1.147 -0.283 5.305
C 0.385 0.542 6.117
C -0.781 1.112 5.627
C -1.171 0.850 4.324
C -0.402 0.024 3.503
P -0.996 -0.383 1.828
C -2.363 0.762 1.509
C -3.666 0.288 1.369
C -4.689 1.146 1.002
C -4.408 2.485 0.775
C -3.117 2.962 0.930
C -2.073 2.122 1.300
C -0.694 2.683 1.513
C -1.663 -2.051 1.991
C -1.791 -2.712 3.210
C -2.131 -4.055 3.236
C -2.329 -4.740 2.044
C -2.217 -4.085 0.829
C -1.900 -2.729 0.786
C -1.842 -1.976 -0.484
H 2.448 -1.873 3.704
H 2.050 -0.890 2.296
H 1.051 -2.276 2.710
H 2.056 -0.729 5.690
H 0.702 0.736 7.134
H -1.388 1.752 6.254
H -2.086 1.289 3.946
H -3.878 -0.761 1.541
H -5.695 0.766 0.883
H -5.197 3.162 0.473
H -2.906 4.011 0.752
H -0.574 3.621 0.972
H 0.088 2.002 1.172
H -0.519 2.876 2.574
H -1.606 -2.182 4.136
H -2.226 -4.570 4.183
H -2.574 -5.794 2.063
H -2.383 -4.623 -0.097
H -2.682 -1.270 -0.559
H -1.841 -2.596 -1.381
F 0.477 3.946 -4.125
C 0.101 3.681 -2.883
F -1.074 4.246 -2.645
F 1.000 4.169 -2.033
S 0.022 1.859 -2.641
O -0.444 1.675 -1.254
O 1.335 1.357 -2.904
N -1.059 1.472 -3.695
S -1.873 0.154 -3.429
O -1.012 -1.000 -3.262
O -2.931 0.293 -2.470
C -2.730 -0.044 -5.046
F -3.443 -1.164 -4.982
F -3.543 0.983 -5.252
F -1.868 -0.131 -6.048
C 6.183 0.797 -4.844
C 5.279 0.299 -3.752
C 4.928 1.112 -2.680
C 4.080 0.656 -1.684
C 3.586 -0.634 -1.761
C 3.923 -1.471 -2.815
C 4.765 -0.997 -3.803
S 2.542 -1.238 -0.486
O 3.314 -1.990 0.449
O 1.810 -0.053 0.068
O 1.445 -2.018 -1.161
H 6.484 1.829 -4.668
H 5.682 0.751 -5.812
H 7.085 0.188 -4.913
H 5.310 2.125 -2.630
H 3.783 1.303 -0.869
H 3.518 -2.473 -2.871
H 5.022 -1.642 -4.635
*
```

=====

Entry 8:
ORCA calculation (ωB97M-V/def2-TZVPD) on 3 unconnected molecules or ions with the total composition C16H23Cl2F6N5O6.

Results
Frontier orbital gap = 7.39 eV
HOMO energy = -8.0 eV
Largest force on an atom = 0.173 hartree/bohr

ORCA input file:
```
! RIJCOSX wB97M-V def2-TZVPD def2/J DEFGRID3
* xyz 0 1
C -3.284 -0.055 -3.829
C -2.373 -1.171 -3.040
N -1.720 -0.647 -1.763
C -2.717 -0.514 -0.630
N -4.207 -0.778 -0.641
C -4.662 -0.466 0.785
N -5.973 -0.564 1.148
C -6.608 -0.258 2.477
O -6.833 0.988 2.933
O -7.008 -1.442 3.309
N -3.530 -0.058 1.679
C -3.389 0.309 3.126
Cl -3.418 2.197 3.231
C -1.917 -0.118 3.796
C -1.490 -1.678 3.454
Cl -0.577 1.128 3.494
N -2.430 -0.079 0.790
H -4.216 -0.616 -4.310
H -3.725 0.792 -3.147
H -2.702 0.461 -4.720
H -3.003 -2.134 -2.802
H -1.471 -1.460 -3.760
H -1.460 0.355 -2.002
H -6.638 -0.901 0.386
H -4.191 -0.134 3.853
H -2.120 -0.102 4.973
H -1.261 -1.879 2.324
H -2.455 -2.333 3.709
H -0.650 -2.052 4.181
H -1.432 0.165 0.965
C 2.360 2.756 3.020
C 3.838 2.550 3.300
O 4.564 2.373 2.075
C 4.898 3.520 1.402
O 4.611 4.649 1.787
C 5.708 3.189 0.148
F 5.180 2.152 -0.564
F 6.991 2.832 0.445
F 5.797 4.236 -0.721
H 1.966 1.935 2.413
H 1.793 2.811 3.953
H 2.190 3.678 2.456
H 3.974 1.635 3.886
H 4.257 3.374 3.889
C 3.387 -3.067 -5.122
C 2.654 -3.405 -3.836
O 2.985 -2.464 -2.805
C 2.300 -1.275 -2.829
O 1.450 -0.993 -3.668
C 2.714 -0.393 -1.651
F 4.065 -0.357 -1.466
F 2.181 -0.828 -0.473
F 2.318 0.904 -1.792
H 4.466 -3.002 -4.944
H 3.199 -3.827 -5.886
H 3.070 -2.096 -5.514
H 2.973 -4.391 -3.482
H 1.570 -3.452 -3.990
*
```

=====

Entry 9:
ORCA calculation (ωB97M-V/def2-TZVPD) on 2 unconnected molecules or ions with the total composition C3H2NO2S.

Results
Frontier orbital gap (spin up / spin down) = 4.82 / 6.99 eV
HOMO energy (spin up / spin down) = -1.4 / -4.5 eV
Largest force on an atom = 0.055 hartree/bohr

ORCA input file:
```
! RIJCOSX wB97M-V def2-TZVPD def2/J DEFGRID3
* xyz -1 3
C -1.464 0.243 -0.288
C 0.691 0.774 -0.059
C 0.875 -0.719 -0.047
N -0.624 1.195 -0.146
O 1.802 -1.415 -0.365
O 1.638 1.533 0.004
S -0.967 -1.387 -0.327
H -2.516 0.461 -0.370
H 0.563 -0.684 1.599
*
```

=====

Entry 10:
ORCA calculation (ωB97M-V/def2-TZVPD) on a gas-phase ion, C12H16Cl2IN2O (charge +1).

Results
Frontier orbital gap = 7.23 eV
SMILES = CCOc1cc(CNC)[n+](I)cc1/C(Cl)=C(\C)Cl
HOMO energy = -12.0 eV
Largest force on an atom = 0.019 hartree/bohr

ORCA input file:
```
! RIJCOSX wB97M-V def2-TZVPD def2/J DEFGRID3
* xyz 1 1
C 2.698 -2.489 0.607
C 1.387 -2.691 -0.150
O 0.257 -2.084 0.508
C -0.075 -0.859 0.177
C 0.836 0.038 -0.373
C 0.466 1.322 -0.729
C 1.490 2.288 -1.289
N 1.949 3.255 -0.307
C 2.624 2.666 0.844
N -0.810 1.707 -0.538
I -1.502 3.576 -1.068
C -1.713 0.865 0.015
C -1.413 -0.427 0.390
C -2.416 -1.318 1.005
Cl -1.932 -2.187 2.420
C -3.665 -1.470 0.548
C -4.245 -0.778 -0.650
Cl -4.758 -2.527 1.330
H 3.452 -2.047 -0.039
H 2.576 -1.846 1.472
H 3.103 -3.439 0.931
H 1.161 -3.748 -0.164
H 1.465 -2.381 -1.187
H 1.860 -0.231 -0.557
H 1.117 2.781 -2.182
H 2.347 1.692 -1.583
H 1.194 3.848 0.008
H 3.327 1.906 0.523
H 3.191 3.431 1.363
H 1.947 2.227 1.582
H -2.702 1.248 0.166
H -4.435 0.271 -0.453
H -3.631 -0.885 -1.540
H -5.216 -1.207 -0.857
*
```